Entry 1:
Density functional theory data (ωB97M-V/def2-TZVPD) for a molecular structure, C9H13NO2S in a non-equilibrium geometry.

Geometry as XYZ:
```
26
Properties=species:S:1:pos:R:3:nbo_charge:R:1
C 0.91584 1.07073 3.05715 -0.206
C 0.14970 1.88268 2.29654 -0.204
C 1.36145 -0.10309 2.46538 -0.213
C -0.17467 1.57142 0.95734 -0.247
C 1.11618 -0.38646 1.13510 -0.221
C 0.29460 0.47827 0.31983 0.113
C -1.30206 -2.26578 -0.54905 -0.664
C -0.36040 1.29301 -1.90675 -0.418
C -1.60990 -0.86588 -1.07978 -0.135
N -0.11804 0.11889 -0.99835 -0.482
O 1.63921 -2.06599 -1.50257 -0.939
O 1.80276 -0.07635 -3.11590 -0.915
S 1.81643 -0.64248 -1.76904 1.676
H 1.14220 1.41393 4.14403 0.226
H -0.25377 2.85683 2.70456 0.216
H 2.10342 -0.78495 3.01116 0.224
H -0.62466 2.38828 0.39756 0.211
H 1.45278 -1.22986 0.61561 0.235
H -0.37906 -2.67297 -0.98709 0.265
H -1.31166 -2.38829 0.66744 0.222
H -2.19683 -2.90310 -0.88846 0.226
H -0.60697 0.84725 -2.81413 0.215
H -1.20383 1.83661 -1.51159 0.188
H 0.53109 1.87335 -2.05852 0.227
H -2.28147 -0.38546 -0.46243 0.194
H -1.90233 -0.86059 -2.12804 0.208
```

The value obtained for the frontier orbital gap is 9.62 eV. The highest occupied orbital energy comes out at -9.03 eV.



Entry 2:
Density functional theory data (ωB97M-V/def2-TZVPD) for 2 unconnected molecules or ions with the total composition C3H9NO3P in a non-equilibrium geometry.

Geometry as XYZ:
```
17
Properties=species:S:1:pos:R:3:mulliken_spin:R:1
C 1.02345 1.04273 -0.31477 0.036
C 1.64716 -0.31564 -0.71896 -0.022
C -1.36137 -0.93900 0.19416 0.874
N 0.54620 -1.01728 -1.31924 0.994
O -3.83899 0.07039 -0.00239 0.009
O -1.91223 1.63811 -0.54372 0.010
O -2.35813 0.83901 1.86575 0.054
P -2.31214 0.60615 0.42379 -0.004
H 0.22011 1.01668 0.33450 -0.004
H 1.62020 1.87839 0.13582 0.002
H 0.51688 1.42325 -1.23052 0.000
H 2.02438 -0.85697 0.08368 0.004
H 2.50153 -0.15856 -1.51257 0.064
H -0.86261 -1.33440 1.07764 0.024
H -2.03422 -1.70174 -0.19208 0.025
H -4.03900 0.06254 -0.93935 0.003
H -0.09401 -0.45916 -1.95266 -0.067
```

Its spin multiplicity is 3. The value obtained for the frontier orbital gap (alpha / beta) is 7.34 / 7.61 eV. The expectation value of S² is 2.01. The charge is -1. The highest occupied orbital energy (alpha / beta) comes out at -3.49 / -5.11 eV.



Entry 3:
Density functional theory data (ωB97M-V/def2-TZVPD) for a molecular structure, C20H27NO2 in a non-equilibrium geometry.

Geometry as XYZ:
```
50
Properties=species:S:1:pos:R:3:nbo_charge:R:1
C 3.97101 -0.20648 2.60825 -0.579
C 3.44051 -1.09143 1.44457 -0.377
C 4.43476 -1.40120 0.32553 -0.292
C 4.77146 -0.38946 -0.60966 -0.376
C 3.97142 -0.47399 -2.05801 -0.333
C 2.39406 -0.10516 -1.72752 -0.360
H 1.89833 -0.23827 -2.59838 0.194
H 1.96425 -0.74083 -1.25229 0.179
C 2.09906 1.40920 -1.33036 -0.187
N 0.77638 1.54768 -1.10741 -0.558
C 0.02138 1.77142 0.05757 0.224
C -1.40299 1.75247 0.05376 -0.456
C -2.10394 1.55653 -1.13630 0.612
O -1.64061 1.82857 -2.12622 -0.564
H 0.12920 1.61856 -2.05926 0.436
C -3.68642 1.82705 -0.68255 -0.471
H -3.80461 2.75846 -0.60986 0.199
C -4.12215 1.00964 0.49619 -0.264
C -3.80019 -0.30905 0.09622 -0.041
C -2.90399 -1.11933 0.82695 -0.191
C -2.78897 -2.51610 0.31537 -0.224
C -3.75543 -3.03336 -0.29327 -0.167
C -4.67965 -2.27769 -0.94036 -0.234
C -4.86712 -1.00037 -0.51810 -0.169
H -5.62188 -0.31321 -1.36132 0.197
H -5.29958 -2.84159 -1.67045 0.225
H -3.52066 -4.36210 -0.68620 0.175
H -1.89677 -2.91693 0.81215 0.220
H -2.24508 -0.74968 1.49610 0.206
C -3.31934 1.55229 1.71592 -0.495
C -1.83300 1.72584 1.45781 0.593
O -1.16163 1.58357 2.37097 -0.567
H -3.63405 2.66544 1.84704 0.229
H -3.63224 0.89053 2.51596 0.236
H -5.19189 1.17957 0.55162 0.231
H -4.08146 1.73531 -1.68040 0.218
H 0.68130 1.50448 0.78637 0.207
H 2.55749 2.15482 -1.65410 0.193
H 2.59798 1.56198 -0.23907 0.158
H 4.27948 0.60548 -2.43836 0.215
H 4.15267 -1.32741 -2.26251 0.173
H 5.63031 -0.42606 -0.59590 0.167
H 4.54521 0.55781 -0.03837 0.175
H 3.78456 -2.43255 -0.21949 0.128
H 5.05201 -1.84862 0.77193 0.162
H 3.06169 -2.05420 1.90934 0.193
H 2.51536 -0.66965 1.05864 0.184
H 4.44136 0.57225 2.14386 0.186
H 3.21099 0.14082 3.17830 0.208
H 4.61139 -0.66505 3.05531 0.181
```

The value obtained for the frontier orbital gap is 8.62 eV. The highest occupied orbital energy comes out at -8.40 eV.



Entry 4:
Density functional theory data (ωB97M-V/def2-TZVPD) for a molecular structure, C4H3NO2 in a non-equilibrium geometry.

Geometry as XYZ:
```
10
Properties=species:S:1:pos:R:3:nbo_charge:R:1
C 0.95994 -1.43759 -0.52682 0.187
C 0.78136 -0.00082 -0.24382 0.180
C -1.00141 0.29434 0.92123 0.044
C -1.17530 0.41728 -0.44084 -0.019
H 1.77116 0.66500 -0.25794 0.247
H -1.61494 0.57776 1.84449 0.244
H -2.25077 0.76540 -0.88218 0.233
N 2.16365 -2.32998 -0.46551 -0.199
O 0.38092 0.31169 1.15133 -0.468
O -0.01461 0.73692 -1.09994 -0.449
```

The value obtained for the frontier orbital gap is 7.93 eV. The highest occupied orbital energy comes out at -9.26 eV.



Entry 5:
Density functional theory data (ωB97M-V/def2-TZVPD) for 2 unconnected molecules or ions with the total composition C4H14N2O2.

Geometry as XYZ:
```
22
Properties=species:S:1:pos:R:3:nbo_charge:R:1
N -2.15749 -1.88722 -0.11577 -0.832
C -0.80253 -1.45310 0.25819 -0.218
C -0.06045 -0.57843 -0.76286 -0.423
C 0.03793 0.87214 -0.30249 -0.074
N 1.10664 0.98836 0.68522 -0.841
C 0.20730 1.83836 -1.45982 -0.071
O 0.36488 3.14965 -0.92376 -0.733
H -2.53786 -1.32928 -0.86852 0.348
H -2.12922 -2.83710 -0.46080 0.355
H -0.85533 -0.97476 1.23424 0.181
H -0.24252 -2.36455 0.44013 0.185
H 0.92852 -1.01693 -0.89715 0.208
H -0.55173 -0.64116 -1.72906 0.205
H -0.87468 1.14851 0.21485 0.190
H 1.96436 0.61873 0.27659 0.351
H 1.19461 1.95996 0.94386 0.378
H 1.09532 1.54758 -2.04549 0.154
H -0.64355 1.80747 -2.14996 0.163
H 0.79384 3.71002 -1.58542 0.475
O 1.20182 -1.84642 3.27357 -0.940
H 0.55926 -1.80607 2.55473 0.467
H 1.40086 -0.90577 3.41975 0.472
```

The value obtained for the frontier orbital gap is 10.03 eV. The structure (SMILES) is NCC[C@@H](N)CO.O. The highest occupied orbital energy comes out at -9.33 eV.



Sequential DFT total energy output: -25961.6717; -20177.5669; -26746.2615; -9773.6264; -11449.8416 eV
Sequential ΔE to the lowest compared entry with this formula, charge and spin output: 69.84; 7.07; 419.90; 185.87; 19.57 kcal per mole